(1)
C22H49NO4P2Re as an isolated structure. Source: OMol25; level of theory: ωB97M-V with the def2-TZVPD basis set.

```
! wB97M-V def2-TZVPD RIJCOSX def2/J DEFGRID3
* xyz 4 4
Re 0.09 0.21 -0.03
C -0.83 0.15 -1.79
O -1.48 0.09 -2.77
C 0.79 -0.03 1.84
O 1.28 -0.14 2.90
P 1.31 -1.76 -0.54
C 2.91 -1.31 -1.40
H 3.36 -2.29 -1.61
C 1.93 -2.81 0.87
H 2.36 -2.05 1.54
C 0.51 -2.86 -1.82
H 0.31 -2.14 -2.63
C -2.48 2.76 -0.26
P -0.82 2.27 0.42
H 0.40 4.30 0.01
H -2.34 2.60 -1.34
C -0.81 3.09 2.08
H -1.25 4.07 1.85
C 0.80 -3.52 1.62
H 1.23 -3.98 2.52
H 0.34 -4.31 1.02
H 0.02 -2.83 1.97
C 3.02 -3.83 0.53
H 2.64 -4.65 -0.08
H 3.38 -4.25 1.49
H 3.89 -3.39 0.03
C 1.38 -3.99 -2.38
H 2.38 -3.67 -2.69
H 0.87 -4.37 -3.27
H 1.48 -4.82 -1.67
C -0.83 -3.44 -1.37
H -1.32 -3.86 -2.25
H -1.49 -2.68 -0.94
H -0.70 -4.24 -0.63
C 2.67 -0.60 -2.73
H 2.12 -1.22 -3.45
H 3.65 -0.34 -3.16
H 2.11 0.34 -2.60
C 3.84 -0.52 -0.48
H 3.42 0.46 -0.22
H 4.78 -0.36 -1.01
H 4.05 -1.05 0.46
C -2.88 4.22 -0.03
H -2.10 4.94 -0.29
H -3.18 4.40 1.01
H -3.76 4.43 -0.66
C -3.60 1.81 0.20
H -3.82 1.92 1.27
C 1.71 2.63 -0.43
H -3.34 0.77 0.00
H -4.51 2.06 -0.37
C -0.07 3.61 -1.99
H 1.60 1.47 -0.46
H 2.33 2.91 -1.28
H 2.28 2.91 0.46
C 0.37 3.35 -0.53
H 0.79 4.04 -2.53
H -0.90 4.32 -2.05
H -0.37 2.69 -2.51
C 0.58 3.31 2.66
H 1.11 2.37 2.84
H 0.45 3.82 3.62
H 1.20 3.96 2.02
C -1.72 2.37 3.08
H -1.47 1.30 3.16
H -2.78 2.46 2.82
H -1.57 2.83 4.06
H 3.02 2.45 -2.58
H 3.39 1.80 -2.60
N -4.14 -1.82 0.75
C -3.10 -2.31 1.70
C -1.94 -1.33 1.71
O -1.38 -1.03 2.76
O -1.67 -0.85 0.51
H -4.43 -0.86 0.96
H -4.99 -2.41 0.80
H -3.81 -1.85 -0.22
H -3.55 -2.38 2.69
H -2.77 -3.31 1.40
*
```

Values from the calculation:
strongest force on any atom = 0.1698 hartree/bohr
⟨S²⟩ = 3.77
LUMO (spin up / spin down) = -0.5350 / -0.6470 hartree
DFT total energy = -1982.66905 hartree
highest occupied orbital energy (spin up / spin down) = -22.128 / -22.004 eV
orbital gap (spin up / spin down) = 7.6 / 4.4 eV

(2)
A 2-piece molecular cluster, C22H50BFN5O3 overall. Source: OMol25; level of theory: ωB97M-V with the def2-TZVPD basis set.

```
! wB97M-V def2-TZVPD RIJCOSX def2/J DEFGRID3
* xyz 1 1
C -1.50 2.81 0.55
C -1.60 2.82 2.07
C -3.00 2.67 2.63
C -0.54 2.93 2.82
C -0.61 3.03 4.32
C 0.66 2.54 5.02
C 1.04 1.06 4.74
C 1.72 0.51 6.04
C -0.16 0.12 4.47
C 0.27 -1.27 3.98
N 0.32 -1.42 2.49
C 1.27 -0.50 1.78
C 1.37 -1.04 0.35
C 2.53 -0.45 -0.43
C 2.38 1.03 -0.87
N 2.28 1.96 0.23
N 3.63 1.41 -1.59
N 1.28 1.20 -1.83
O 0.14 -0.95 -0.33
C -0.87 -1.71 0.31
B -2.29 -1.34 -0.40
O -3.03 -0.25 0.02
N -2.78 -2.15 -1.51
C -1.73 -2.08 -2.55
C -2.99 -3.55 -1.07
C -0.99 -1.33 1.79
F -1.97 -2.01 2.44
H -2.46 2.50 0.13
H -0.75 2.09 0.22
H -1.32 3.81 0.15
H -3.15 1.61 2.87
H -3.76 2.94 1.89
H -3.13 3.25 3.54
H 0.42 2.96 2.30
H -0.80 4.07 4.60
H -1.46 2.47 4.74
H 0.62 2.76 6.09
H 1.48 3.16 4.63
H 1.81 1.05 3.97
H 1.16 0.90 6.90
H 1.67 -0.58 6.12
H 2.76 0.83 6.12
H -0.68 -0.01 5.42
H -0.90 0.51 3.76
H -0.39 -2.04 4.38
H 1.26 -1.52 4.35
H 0.68 -2.36 2.31
H 2.24 -0.46 2.26
H 0.84 0.50 1.78
H 1.59 -2.13 0.45
H 2.66 -1.02 -1.35
H 3.48 -0.54 0.10
H 2.68 2.86 -0.01
H 1.29 2.08 0.46
H 4.44 0.97 -1.16
H 3.58 1.11 -2.55
H 1.50 2.05 -2.35
H 1.35 0.46 -2.53
H -0.65 -2.79 0.18
H -3.72 -0.49 0.65
H -0.83 -2.66 -2.28
H -1.44 -1.04 -2.70
H -2.07 -2.45 -3.52
H -2.29 -4.22 -1.56
H -4.00 -3.90 -1.32
H -2.86 -3.63 0.02
H -1.28 -0.27 1.79
C 1.23 -2.78 -6.62
C 0.41 -2.08 -5.55
O 0.79 -0.74 -5.31
C 0.67 0.15 -6.41
C -0.75 0.29 -6.93
H 2.30 -2.69 -6.39
H 0.97 -3.83 -6.68
H 1.07 -2.34 -7.60
H 0.55 -2.61 -4.60
H -0.66 -2.14 -5.78
H 1.36 -0.15 -7.21
H 1.02 1.12 -6.05
H -1.11 -0.64 -7.38
H -0.79 1.06 -7.70
H -1.43 0.55 -6.13
*
```

Values from the calculation:
strongest force on any atom = 0.0465 hartree/bohr
LUMO = -0.0927 hartree
DFT total energy = -1492.24222 hartree
highest occupied orbital energy = -11.360 eV
orbital gap = 8.8 eV

(3)
C22H50CaCl8F2N7O10S2 as an isolated structure. Source: OMol25; level of theory: ωB97M-V with the def2-TZVPD basis set.

```
! wB97M-V def2-TZVPD RIJCOSX def2/J DEFGRID3
* xyz 1 1
Ca -21.18 -1.46 -13.97
N -20.06 -3.12 -12.90
S -19.20 -3.09 -11.60
O -17.77 -2.95 -11.75
O -19.75 -3.68 -10.42
F -19.56 -1.51 -11.30
S -19.65 -4.71 -13.28
O -20.47 -5.66 -12.57
O -18.28 -5.04 -13.57
F -20.30 -4.70 -14.71
C -22.86 -2.36 -9.94
C -23.41 -2.33 -11.37
O -22.66 -2.13 -12.33
N -24.72 -2.58 -11.48
C -25.41 -2.74 -12.74
H -23.60 -2.19 -9.17
H -22.10 -1.58 -9.89
H -22.35 -3.32 -9.87
H -25.27 -2.76 -10.66
H -26.34 -2.17 -12.75
H -25.66 -3.79 -12.92
H -24.83 -2.38 -13.58
C -16.90 -8.51 -19.37
C -17.89 -7.70 -18.57
O -19.09 -7.75 -18.85
N -17.42 -6.89 -17.60
C -18.22 -6.04 -16.77
H -16.05 -8.84 -18.77
H -16.54 -7.90 -20.20
H -17.43 -9.38 -19.74
H -16.44 -6.62 -17.54
H -17.91 -5.00 -16.90
H -18.03 -6.34 -15.73
H -19.30 -6.07 -16.84
C -23.81 1.79 -12.64
C -22.50 1.34 -12.01
O -21.76 0.59 -12.66
N -22.25 1.65 -10.75
C -21.04 1.27 -10.04
H -24.57 1.04 -12.43
H -23.74 1.90 -13.72
H -24.18 2.74 -12.23
H -22.88 2.29 -10.29
H -20.44 2.12 -9.73
H -20.42 0.55 -10.57
H -21.43 0.80 -9.13
C -24.28 -2.87 -16.97
C -23.45 -3.45 -15.83
O -22.56 -2.77 -15.32
N -23.84 -4.66 -15.43
C -23.15 -5.45 -14.44
H -23.92 -1.90 -17.32
H -25.28 -2.79 -16.54
H -24.38 -3.51 -17.84
H -24.52 -5.12 -16.00
H -22.44 -6.15 -14.90
H -23.85 -6.13 -13.95
H -22.65 -4.95 -13.62
C -19.05 2.08 -14.87
C -18.61 0.94 -13.99
O -19.28 -0.10 -13.92
N -17.53 1.13 -13.24
C -17.09 0.24 -12.19
H -18.47 3.00 -14.83
H -20.11 2.28 -14.71
H -18.84 1.81 -15.91
H -17.02 1.99 -13.35
H -16.05 0.49 -11.95
H -17.28 -0.81 -12.39
H -17.67 0.40 -11.27
C -13.21 -7.65 -16.25
C -14.14 -6.45 -16.15
O -14.77 -6.09 -17.14
N -14.34 -5.94 -14.93
C -15.40 -4.98 -14.68
H -13.35 -8.14 -17.21
H -13.47 -8.35 -15.46
H -12.17 -7.31 -16.25
H -13.80 -6.18 -14.12
H -16.01 -5.37 -13.86
H -16.06 -4.81 -15.53
H -15.04 -3.99 -14.38
C -18.42 -6.24 -8.59
Cl -18.28 -7.93 -8.10
Cl -17.35 -5.86 -9.96
H -19.44 -6.09 -8.94
H -18.15 -5.61 -7.75
C -15.53 -2.63 -10.46
Cl -14.91 -1.03 -10.86
Cl -14.77 -3.92 -11.44
H -15.34 -2.77 -9.40
H -16.60 -2.70 -10.66
C -20.94 -8.83 -13.37
Cl -22.67 -9.04 -13.39
Cl -20.31 -8.49 -14.99
H -20.61 -8.13 -12.60
H -20.43 -9.74 -13.03
C -22.53 -6.18 -10.31
Cl -24.22 -6.14 -10.84
Cl -22.35 -5.78 -8.60
H -22.16 -7.18 -10.47
H -21.98 -5.48 -10.94
*
```

Values from the calculation:
strongest force on any atom = 0.1454 hartree/bohr
LUMO = -0.0920 hartree
DFT total energy = -7359.23195 hartree
highest occupied orbital energy = -10.097 eV
orbital gap = 7.6 eV